The following is a quantum chemistry calculation of an isolated molecule of C23H24N4O4S in a non-equilibrium geometry, from OMol25.

Its total charge is 0. Its SMILES is CCN(Cc1ccccc1)C(=O)c1c[nH]c2ccc(S(=O)(=O)N(C)CCC#N)cc2c1=O. The calculation puts the molecular weight at 452.54 Da. As for the spin multiplicity: 1. For the energy above the lowest of the compared OMol25 structures with the same formula, charge and spin, the calculation gives 2.559 eV. The value obtained for the LUMO energy is 0.06 eV.

Last column: Mulliken charge in e.
Geometry (Å):
C1 -5.902 -0.511 -1.612  -1.23
C2 -5.626 0.586 -0.591  -0.75
N1 -4.249 0.598 -0.132  0.14
C3 -3.837 -0.388 0.850  -1.26
C4 -2.604 -1.161 0.455  0.52
C5 -2.538 -1.796 -0.778  -0.06
C6 -1.417 -2.521 -1.134  -0.94
C7 -0.350 -2.624 -0.260  -0.29
C8 -0.404 -1.992 0.971  -0.78
C9 -1.526 -1.264 1.324  -0.19
C10 -3.432 1.583 -0.566  -0.10
O1 -3.784 2.450 -1.340  -0.68
C11 -2.039 1.604 0.006  -0.13
C12 -1.806 2.269 1.157  0.26
N2 -0.556 2.467 1.653  -0.01
C13 0.554 2.076 0.960  0.36
C14 1.835 2.396 1.430  -1.41
C15 2.945 2.024 0.710  -0.59
C16 2.792 1.305 -0.470  0.30
S1 4.258 0.823 -1.392  1.37
O2 5.095 1.978 -1.513  -0.75
O3 3.848 0.113 -2.566  -0.72
N3 5.084 -0.272 -0.450  0.16
C17 5.826 0.212 0.686  -0.98
C18 4.642 -1.638 -0.474  -1.40
C19 3.219 -1.870 0.083  0.25
C20 3.022 -1.289 1.381  0.35
N4 2.859 -0.826 2.415  -0.62
C21 1.544 0.989 -0.950  -0.79
C22 0.400 1.374 -0.247  0.31
C23 -0.937 1.069 -0.796  0.85
O4 -1.089 0.432 -1.823  -0.74
H1 -6.931 -0.439 -1.955  0.45
H2 -5.243 -0.392 -2.468  0.31
H3 -5.753 -1.500 -1.182  0.31
H4 -5.806 1.561 -1.050  0.48
H5 -6.285 0.475 0.277  0.40
H6 -3.669 0.097 1.821  0.31
H7 -4.669 -1.088 0.969  0.58
H8 -3.361 -1.708 -1.470  0.25
H9 -1.375 -3.002 -2.099  0.40
H10 0.520 -3.199 -0.539  0.47
H11 0.426 -2.058 1.659  0.54
H12 -1.561 -0.771 2.286  0.38
H13 -2.614 2.687 1.743  0.48
H14 -0.430 2.978 2.514  0.25
H15 1.940 2.948 2.352  0.36
H16 3.933 2.297 1.039  0.49
H17 5.243 0.192 1.613  0.34
H18 6.122 1.231 0.451  0.33
H19 6.726 -0.392 0.818  0.32
H20 4.639 -1.956 -1.519  0.36
H21 5.365 -2.240 0.083  0.45
H22 3.037 -2.947 0.153  0.68
H23 2.487 -1.434 -0.601  -0.05
H24 1.432 0.461 -1.885  0.65

Cartesian forces (eV/Å) of the 2 atoms listed first:
0.05 0.20 0.20
-0.25 0.11 -0.23

=====

The following is a quantum chemistry calculation of a cluster of 2 separate species, C2H12OSi3 in total, from OMol25.

Its total charge is 0. The calculation puts the molecular weight at 136.38 Da. As for the spin multiplicity: 1. For the energy above the lowest of the compared OMol25 structures with the same formula, charge and spin, the calculation gives 1.626 eV. The value obtained for the LUMO energy (alpha / beta) is -0.84 / -0.25 eV.

Last column: Mulliken charge in e.
Geometry (Å):
C1 -1.927 1.517 -1.368  -0.96
C2 -0.272 1.289 1.326  -0.92
O1 -2.147 -0.696 0.457  0.22
Si1 -1.722 -2.192 0.012  0.30
Si2 4.384 -0.432 0.051  0.17
Si3 -1.933 0.931 0.453  -0.02
H1 -2.790 2.123 -1.620  0.30
H2 -1.038 2.107 -1.585  0.31
H3 -1.926 0.652 -2.029  0.29
H4 -0.134 0.622 2.172  0.28
H5 0.564 1.140 0.644  0.25
H6 -0.223 2.310 1.700  0.33
H7 -0.267 -2.322 0.110  -0.14
H8 -2.154 -2.393 -1.373  -0.12
H9 -2.423 -3.058 0.954  -0.12
H10 4.487 -0.796 -1.347  -0.06
H11 5.134 0.739 0.460  -0.06
H12 4.387 -1.540 0.984  -0.05

Cartesian forces (eV/Å) of the 2 atoms listed first:
0.07 -0.05 0.47
-0.47 0.00 -0.22

=====

The following is a quantum chemistry calculation of a structure of composition C23H28BMoN6O3Se3Te in a non-equilibrium geometry, from OMol25.

Its total charge is +1. The calculation puts the molecular weight at 907.75 Da. As for the spin multiplicity: 3. For the energy above the lowest of the compared OMol25 structures with the same formula, charge and spin, the calculation gives 0.000 eV. The value obtained for the LUMO energy (alpha / beta) is -5.36 / -5.04 eV.

Last column: Mulliken charge in e.
Geometry (Å):
Mo1 10.831 14.408 11.366  0.68
Se1 11.846 15.030 8.942  -0.22
Se2 12.798 13.193 11.623  -0.08
Te1 13.197 15.090 13.321  0.21
Se3 10.521 15.573 13.479  -0.33
C1 8.811 12.893 9.265  -0.85
N1 7.377 13.001 8.948  0.06
C2 6.580 12.383 10.039  -0.82
N2 6.821 13.003 11.359  0.08
C3 8.259 12.997 11.610  -0.60
N3 9.109 13.610 10.523  0.12
C4 8.593 15.043 10.364  -0.83
N4 7.145 15.093 10.146  0.08
C5 6.936 14.363 8.889  -0.73
C6 6.427 14.372 11.244  -0.79
H1 9.358 13.312 8.415  0.35
H2 9.039 11.846 9.389  0.39
H3 6.828 11.330 10.068  0.34
H4 5.537 12.538 9.773  0.40
H5 8.563 11.974 11.733  0.40
H6 8.412 13.532 12.549  0.32
H7 9.166 15.539 9.560  0.31
H8 8.771 15.588 11.333  0.84
H9 7.568 14.898 8.135  0.36
H10 5.855 14.410 8.621  0.32
H11 5.353 14.395 11.095  0.35
H12 6.600 14.880 12.207  0.36
O1 11.260 17.525 7.826  -0.48
B1 12.123 16.963 8.814  0.83
O2 13.002 17.904 9.368  -0.44
C7 12.714 19.101 8.599  0.81
C8 13.261 20.352 8.728  -1.03
C9 12.644 21.307 7.886  -0.35
C10 11.575 21.048 6.985  -0.55
C11 11.119 19.737 6.808  -0.54
C12 11.641 18.828 7.717  0.50
H13 14.118 20.606 9.286  0.49
H14 13.055 22.328 7.933  0.34
H15 11.142 21.853 6.412  0.40
H16 10.491 19.347 5.934  0.33
C13 9.562 5.051 8.055  -1.11
N5 10.317 5.696 6.972  -0.06
N6 10.966 6.929 7.040  0.32
C14 10.858 7.531 5.737  0.58
O3 11.079 8.709 5.471  -0.67
C15 10.352 6.496 4.875  -1.15
C16 9.877 5.494 5.698  0.88
C17 9.084 4.323 5.311  -1.32
C18 11.803 7.248 8.162  0.99
C19 12.586 8.410 8.020  -0.57
C20 13.373 8.923 9.069  -0.62
C21 13.575 8.169 10.226  -0.55
C22 12.848 6.938 10.327  -0.58
C23 11.897 6.571 9.425  -0.37
H17 8.830 4.333 7.649  0.27
H18 9.061 5.803 8.716  0.37
H19 10.199 4.335 8.608  0.39
H20 10.042 6.743 3.874  0.35
H21 8.674 4.563 4.286  0.31
H22 8.358 4.054 6.004  0.47
H23 9.724 3.453 5.089  0.28
H24 12.575 8.962 7.089  0.39
H25 13.806 9.926 8.961  0.44
H26 14.250 8.520 11.021  0.38
H27 12.989 6.234 11.177  0.34
H28 11.154 5.793 9.591  0.27

Cartesian forces (eV/Å) of the 2 atoms listed first:
1.66 1.21 -0.97
-0.33 -0.23 1.33

=====

The following is a quantum chemistry calculation of a cluster of 2 separate species, CHF3S2 in total in a non-equilibrium geometry, from OMol25.

Its total charge is 0. The calculation puts the molecular weight at 134.15 Da. As for the spin multiplicity: 1. For the energy above the lowest of the compared OMol25 structures with the same formula, charge and spin, the calculation gives 2.165 eV. The value obtained for the LUMO energy (alpha / beta) is -1.84 / -0.41 eV.

Last column: Mulliken charge in e.
Geometry (Å):
C1 1.143 -0.772 0.580  0.45
F1 0.135 -1.674 0.595  -0.15
F2 1.439 -0.314 1.797  -0.14
F3 2.119 -1.121 -0.279  -0.15
S1 -1.941 1.343 -1.619  -0.12
S2 -0.196 1.553 -0.505  -0.08
H1 -2.700 0.985 -0.568  0.19

Cartesian forces (eV/Å) of the 2 atoms listed first:
-1.90 0.85 -1.38
1.71 0.71 0.32

=====

The following is a quantum chemistry calculation of an isolated molecule of C38H72N2O12 in a non-equilibrium geometry, from OMol25.

Its total charge is 0. The calculation puts the molecular weight at 749.00 Da. As for the spin multiplicity: 1. For the energy above the lowest of the compared OMol25 structures with the same formula, charge and spin, the calculation gives 0.427 eV. The value obtained for the LUMO energy is 0.58 eV.

Last column: Mulliken charge in e.
Geometry (Å):
C1 -2.850 -4.797 3.033  -1.34
C2 -3.833 -4.310 1.975  -0.67
H1 -3.789 -4.968 1.106  0.32
H2 -4.847 -4.317 2.375  0.39
C3 -3.521 -2.885 1.521  -0.08
H3 -3.193 -2.299 2.389  0.71
O1 -2.434 -2.952 0.585  -0.25
C4 -1.428 -2.096 0.694  0.11
O2 -1.412 -1.151 1.449  -0.74
C5 -0.270 -2.515 -0.194  0.35
C6 0.473 -3.614 0.576  -1.80
H4 1.277 -4.008 -0.036  0.25
H5 0.892 -3.214 1.497  0.31
H6 -0.211 -4.424 0.818  0.58
H7 -0.666 -2.948 -1.116  0.83
C7 0.627 -1.307 -0.522  -0.53
H8 0.802 -0.766 0.416  -0.17
C8 -0.091 -0.370 -1.550  0.92
C9 0.554 -0.450 -2.934  -2.07
H9 -0.178 -0.227 -3.704  0.57
H10 0.933 -1.455 -3.104  0.38
H11 1.375 0.254 -3.020  0.23
H12 -1.113 -0.749 -1.635  1.05
C10 -0.230 1.068 -0.999  -2.43
H13 -0.729 0.977 -0.024  0.79
O3 1.056 1.676 -0.801  -0.30
C11 1.390 2.027 0.499  0.24
O4 0.382 2.857 1.025  0.19
C12 0.582 3.212 2.383  0.50
C13 -0.633 4.022 2.814  -1.65
H14 -1.537 3.443 2.652  0.30
H15 -0.552 4.281 3.865  0.47
H16 -0.698 4.932 2.224  0.36
C14 1.890 3.990 2.524  -1.42
H17 2.083 4.222 3.571  0.36
H18 1.798 4.926 1.973  0.26
C15 3.055 3.164 1.966  -0.37
N1 4.316 3.853 2.189  0.10
C16 4.596 4.939 1.271  -0.94
H19 4.872 4.587 0.268  0.24
H20 3.730 5.592 1.194  0.31
H21 5.426 5.519 1.675  0.40
C17 5.461 2.973 2.307  -0.82
H22 6.305 3.559 2.672  0.41
H23 5.746 2.507 1.355  0.26
H24 5.246 2.192 3.035  0.28
H25 3.109 2.228 2.541  0.26
C18 2.741 2.772 0.498  -0.53
O5 3.770 2.023 -0.084  -0.66
H26 3.760 1.134 0.308  0.30
H27 2.627 3.667 -0.122  0.86
H28 0.644 2.285 2.979  0.33
H29 1.482 1.126 1.146  0.39
C19 -1.122 2.051 -1.834  2.60
C20 -0.357 2.664 -3.015  -2.32
H30 0.653 2.919 -2.706  0.15
H31 -0.311 1.991 -3.863  0.27
H32 -0.871 3.575 -3.314  0.69
O6 -1.517 3.102 -0.970  -0.70
H33 -0.802 3.269 -0.339  0.48
C21 -2.410 1.338 -2.287  0.25
H34 -2.197 0.685 -3.132  0.75
H35 -2.754 0.735 -1.446  -1.34
C22 -3.569 2.284 -2.637  0.82
C23 -3.747 2.458 -4.141  -1.89
H36 -4.577 3.131 -4.350  0.47
H37 -2.850 2.873 -4.590  0.36
H38 -3.959 1.501 -4.616  0.37
H39 -3.359 3.257 -2.193  0.36
C24 -4.876 1.739 -2.019  -1.58
N2 -4.683 1.346 -0.644  1.10
C25 -4.592 2.468 0.263  -1.30
H40 -3.720 3.061 -0.008  0.36
H41 -5.485 3.112 0.232  0.25
H42 -4.454 2.099 1.274  0.30
C26 -5.381 0.166 -0.170  -0.99
C27 -6.657 0.446 0.627  -2.05
H43 -7.298 1.116 0.059  0.45
H44 -7.193 -0.481 0.811  0.54
H45 -6.420 0.909 1.580  0.25
H46 -5.646 -0.415 -1.058  0.67
C28 -4.349 -0.689 0.615  2.22
O7 -4.047 -0.077 1.855  -0.79
H47 -3.089 -0.132 1.988  0.58
H48 -3.458 -0.717 -0.024  -1.67
C29 -4.765 -2.160 0.912  1.62
C30 -5.269 -2.904 -0.319  -2.36
H49 -6.184 -2.447 -0.681  0.52
H50 -4.514 -2.888 -1.100  0.29
H51 -5.495 -3.933 -0.055  0.53
O8 -5.772 -2.166 1.897  -0.68
H52 -5.594 -1.405 2.470  0.50
H53 -5.183 0.860 -2.594  0.27
H54 -5.666 2.503 -2.125  0.39
O9 1.873 -1.808 -0.986  -0.08
C31 2.939 -0.899 -0.883  0.95
O10 3.326 -0.684 0.458  0.18
C32 4.333 -1.550 0.987  0.35
C33 4.082 -1.691 2.483  -1.58
H55 3.072 -2.056 2.650  0.22
H56 4.790 -2.400 2.902  0.46
H57 4.195 -0.728 2.974  0.25
C34 4.307 -2.913 0.278  -0.27
O11 5.158 -3.840 0.891  -0.66
H58 6.050 -3.655 0.563  0.49
H59 3.297 -3.319 0.361  -0.21
C35 4.674 -2.727 -1.219  2.52
C36 4.128 -3.909 -2.020  -1.83
H60 4.492 -4.842 -1.594  0.42
H61 3.044 -3.887 -1.968  0.25
H62 4.426 -3.848 -3.064  0.53
C37 4.099 -1.393 -1.738  -2.87
H63 4.876 -0.627 -1.699  0.45
H64 3.752 -1.494 -2.765  0.64
O12 6.104 -2.679 -1.207  -0.51
C38 6.759 -2.682 -2.453  -0.80
H65 6.726 -3.669 -2.926  0.30
H66 6.341 -1.938 -3.137  0.28
H67 7.796 -2.427 -2.240  0.32
H68 5.320 -1.090 0.819  0.28
H69 2.612 0.088 -1.234  0.40
H70 -2.911 -4.179 3.927  0.35
H71 -1.830 -4.759 2.659  0.18
H72 -3.075 -5.824 3.311  0.47

Cartesian forces (eV/Å) of the 2 atoms listed first:
-0.16 0.00 -0.19
0.26 0.28 -0.02